*P*
ORCA calculation (the ωB97M-V functional and the def2-TZVPD basis) on C3H4N2OS as an isolated structure.

Geometry (Å):
C1 -1.1584 -0.3122 -0.8186
S1 2.3145 1.5500 -0.5973
N1 0.6485 1.0911 -1.1087
C2 -2.1232 -1.1087 -0.9998
O1 -0.4254 -0.7679 1.7479
H1 1.4791 -0.0405 1.1009
H2 1.8126 3.2335 -0.8201
H3 -0.1016 -1.7268 1.9328
N2 0.5691 -0.4927 0.6843
C3 0.0709 0.2931 -0.3691
H4 -3.0861 -1.7189 -0.7523

---

*Q*
ORCA calculation (the ωB97M-V functional and the def2-TZVPD basis) on C3H4N2OS as an isolated structure.

Geometry (Å):
H1 2.1569 -0.4175 -0.8417
C1 1.7094 0.3432 -0.1890
N1 -0.5330 1.2570 0.0889
H2 -0.1388 -2.1284 0.7147
C2 -0.3013 -1.0718 0.3787
H3 2.3448 0.6248 0.6533
S1 -2.5319 -0.3436 0.4449
O1 -3.1785 -0.7711 -0.7635
H4 1.9336 1.2579 -0.8043
N2 -1.7260 1.1532 0.0829
C3 0.2650 0.0963 0.2353

---

*R*
ORCA calculation (the ωB97M-V functional and the def2-TZVPD basis) on one molecule with the formula C3H4N2OS.

Geometry (Å):
O1 0.4445 -0.6235 2.7829
N1 -0.7928 1.6328 -0.9315
N2 0.5435 -1.0098 1.4729
H1 -0.4418 0.6722 -2.6598
S1 -0.5904 1.3987 0.7593
C1 0.1249 -0.2162 0.5703
C2 -0.3774 0.6353 -1.5974
C3 0.1941 -0.5610 -0.8975
H2 1.1974 -0.7330 -1.1843
H3 -0.3593 -1.4432 -1.1353
H4 0.0572 0.2477 2.8205

Properties
SMILES: O/N=C1/CC=NS1

---

Stability ranking, top entry: *R*; the second entry is 2.358 eV less favorable.

---

*P*
ORCA calculation (the ωB97M-V functional and the def2-TZVPD basis) on C3H4N2OS as an isolated structure.

Geometry (Å):
O1 2.2861 -0.8078 0.1939
H1 -0.2397 2.2535 -0.2867
C1 -0.3697 -0.8475 0.7642
S1 1.6904 0.4910 0.0124
N1 0.2610 0.3638 -1.0413
H2 -0.6214 -1.4993 1.5860
H3 -1.6546 1.0389 -0.3725
H4 -0.5139 -1.6723 -1.3992
N2 -0.0490 0.4548 1.1539
C2 -0.5237 1.1612 -0.0348
C3 -0.2656 -0.9364 -0.5759

---

*Q*
ORCA calculation (the ωB97M-V functional and the def2-TZVPD basis) on one molecule with the formula C3H4N2OS.

Geometry (Å):
H1 0.3532 -2.3100 -0.1247
H2 -1.0936 1.6633 -0.6894
N1 1.9339 -0.8960 -0.2783
C1 -0.3668 -0.3874 0.1544
H3 2.8592 1.1037 -0.3392
C2 0.4653 0.9092 0.4760
N2 0.5569 -1.4273 0.1958
O1 -0.1648 1.8983 -0.1732
H4 0.3537 1.0356 1.5125
S1 -1.9007 -0.3737 -0.0926
C3 1.8717 0.4054 -0.1162

Properties
SMILES: O[C@@H]1C=NNC1=S

---

Stability ranking, top entry: *Q*; the second entry is 1.645 eV less favorable.

---

*P*
ORCA calculation (the ωB97M-V functional and the def2-TZVPD basis) on one molecule with the formula C4H5NO.

Geometry (Å):
N1 -0.2554 0.6291 0.9503
H1 0.1830 0.3952 -1.0294
H2 0.6157 -1.9212 -0.9178
C1 1.9252 -1.1627 0.7754
O1 -2.0692 0.1835 -0.3485
C2 1.0809 -1.2787 -0.1816
C3 0.6889 0.2769 -0.0740
H3 0.0724 0.7095 1.9024
C4 -1.5915 0.4848 0.7259
H4 -2.2016 0.6922 1.6236
H5 1.5368 0.9628 -0.0579

---

*Q*
ORCA calculation (the ωB97M-V functional and the def2-TZVPD basis) on one molecule with the formula C4H5NO.

Geometry (Å):
H1 -0.4404 0.8764 -1.7808
C1 -0.3333 0.3149 -0.8597
C2 -0.4991 0.8288 0.5385
C3 0.8430 -0.5801 -0.4657
H2 -0.7322 1.8265 0.8909
H3 1.8013 -0.1421 -0.7713
N1 -1.5298 0.0203 -0.1096
H4 0.8257 -1.6410 -0.7323
H5 -1.5736 -0.9322 0.2488
O1 1.0583 -0.4345 2.0501
C4 0.5801 -0.1370 0.9912

Properties
SMILES: O=C1C[C@H]2N[C@@H]12

---

Stability ranking, top entry: *Q*; the second entry is 1.788 eV less favorable.